No. 1
Formula: C40H27AsF13N7O2SV
Source: the Open Molecules 2025 dataset
Level of theory: ωB97M-V with the def2-TZVPD basis set

Its spin multiplicity is 3. As for the energy above the lowest of the compared OMol25 structures with the same formula, charge and spin: 82.8 kcal per mole. Its charge is -1. For the LUMO energy (alpha / beta), the calculation gives 0.0268 / 0.0382 Ha.

Each line ends with the Mulliken spin population.
Element x y z (Å)
F -5.103 -2.260 2.489  0.0000
H -5.613 3.315 -3.271  0.0000
H -0.763 -2.064 5.584  0.0010
C -2.392 -0.577 0.814  -0.1334
F -1.923 0.690 0.763  0.0004
N 0.624 3.402 0.971  -0.0005
H -5.904 6.204 0.405  0.0000
C -0.943 1.223 4.803  -0.0006
C 0.927 -1.154 -3.792  -0.0131
H 1.188 -1.537 -5.887  0.0004
C -2.579 4.579 -4.055  0.0001
F -4.127 -4.238 0.907  -0.0002
C -0.436 -1.181 3.663  0.0367
H -1.580 4.683 -3.653  0.0001
C -1.003 0.085 5.593  0.0005
F 0.697 -4.267 1.842  0.0876
H 2.080 4.431 -1.634  0.0000
H 1.703 2.520 -4.582  -0.0002
C -4.519 2.622 0.097  0.0005
C -1.803 -1.558 0.028  0.1006
F 2.890 -3.535 0.723  0.0696
F 1.574 -3.377 4.105  0.0726
H -6.444 4.521 2.136  0.0000
F 1.430 -3.613 -5.259  -0.0005
F -2.101 -3.807 -0.710  -0.0008
H 1.113 1.762 -2.272  -0.0210
H -4.404 5.454 -6.773  0.0000
C -4.167 5.021 -5.810  0.0000
C -3.472 -0.777 1.648  -0.0071
C 0.930 -4.948 -1.973  -0.0042
F -3.966 0.228 2.389  0.0000
N 1.436 4.455 -0.863  0.0002
N -0.352 -0.095 2.901  0.0188
C -3.543 -3.035 0.900  -0.0064
C 0.751 -2.513 -3.260  0.0454
C -4.724 4.854 -0.763  0.0000
H -5.529 2.224 1.940  0.0000
H -4.110 1.622 0.028  -0.0002
C 1.583 3.417 0.000  -0.0013
H -6.151 4.271 -5.477  0.0000
H -2.369 3.037 3.311  0.0001
H -1.133 2.202 5.225  -0.0002
F 2.974 -4.944 2.770  -0.0011
H 0.370 -3.958 -0.173  -0.0070
C 1.193 -4.897 -3.328  0.0109
H -3.703 1.208 -2.740  0.0000
C 1.186 -0.790 -5.111  -0.0009
C -4.051 -2.031 1.700  0.0017
C -5.147 4.357 -5.084  0.0000
H 1.492 -5.778 -3.877  0.0008
C -5.823 4.251 1.291  0.0000
As 2.250 -3.431 2.412  0.6930
N 0.883 -0.202 -2.835  -0.0157
H -0.176 4.010 0.832  0.0003
C -1.858 1.412 -1.803  -0.0300
N -3.095 1.794 -2.194  -0.0005
N -1.094 2.409 -1.346  0.0183
C -4.225 3.560 -0.886  -0.0001
S 2.816 2.318 -0.131  -0.0003
H -2.026 3.462 1.641  0.0001
C -3.554 3.913 -3.324  0.0003
C -1.575 3.336 2.632  -0.0003
H 1.677 0.826 -6.417  -0.0001
H -1.242 0.163 6.646  0.0002
O -1.517 0.191 -1.859  -0.0176
C -0.744 -1.145 5.015  0.0209
F 1.049 -6.133 -1.363  -0.0007
H -1.190 4.310 2.948  0.0000
C -0.598 1.090 3.463  0.0022
H -4.472 5.598 -1.508  0.0000
C -2.453 -2.782 0.079  -0.0632
O -1.508 4.670 -1.108  0.0007
C -5.316 2.965 1.180  -0.0001
C 0.413 -2.639 -1.897  -0.1355
H 0.492 4.785 -1.051  0.0001
C -4.841 3.812 -3.847  0.0001
C -5.522 5.195 0.318  0.0000
C 1.149 1.073 -3.108  0.0178
F 3.698 -2.525 2.924  0.0829
C -1.826 3.541 -1.453  -0.0031
C 1.465 1.484 -4.391  0.0008
N 0.521 2.335 1.810  -0.0008
C 0.538 -3.843 -1.236  0.0038
V -0.087 -0.887 -1.016  1.3009
F 1.103 -0.944 0.165  -0.0586
C 1.458 0.536 -5.397  -0.0004
H -2.119 5.653 -5.850  0.0000
C -3.247 3.225 -2.004  -0.0002
C -2.886 5.131 -5.292  0.0000
H -0.241 -2.127 3.173  -0.0511
C -0.488 2.293 2.585  -0.0088
C 1.107 -3.667 -3.943  -0.0045



No. 2
Formula: C6H17O10Sr
Source: the Open Molecules 2025 dataset
Level of theory: ωB97M-V with the def2-TZVPD basis set

Its spin multiplicity is 1. As for the energy above the lowest of the compared OMol25 structures with the same formula, charge and spin: 55.2 kcal per mole. Its charge is -1. For the LUMO energy, the calculation gives 0.0482 Ha.

Each line ends with the natural charge from an NBO analysis.
Element x y z (Å)
C -0.436 3.967 -0.587  -0.7253
H -2.202 -3.564 2.240  0.1926
H 4.509 1.584 1.586  0.1911
H -1.603 -2.698 -1.976  0.4750
C 2.934 0.140 1.694  0.7575
H -1.444 0.227 -3.301  0.4831
O 2.601 0.197 2.932  -0.7448
O -0.797 -0.338 -2.879  -0.9573
H 2.152 -2.463 -1.185  0.5101
H -2.935 -2.028 2.958  0.2201
O -2.412 0.330 -0.549  -0.9600
C -2.291 -2.478 2.203  -0.7357
Sr -0.087 -0.466 -0.391  1.8387
C -0.925 -1.761 2.083  0.7054
H 4.201 0.797 0.083  0.1850
O -0.217 2.122 0.866  -0.7514
H 0.216 4.665 -0.062  0.2220
O -1.572 -2.499 -1.040  -0.9566
H -0.450 4.254 -1.639  0.1841
H -0.305 -0.724 -3.604  0.4893
H -3.050 0.538 0.134  0.5080
O 0.067 -2.306 1.654  -0.7633
H -2.858 0.546 -1.368  0.4686
H 2.440 -1.280 -2.084  0.4907
O 0.656 1.925 -1.172  -0.8309
C 0.036 2.543 -0.307  0.7430
O 2.475 -0.760 0.956  -0.8648
O 1.723 -1.753 -1.662  -0.9836
H -2.077 -3.201 -0.629  0.4941
H -1.471 4.099 -0.275  0.2040
H 3.061 2.101 0.697  0.2254
C 3.699 1.250 0.938  -0.7286
H -2.697 -2.388 1.195  0.1715
O -0.941 -0.577 2.493  -0.7566



No. 3
Formula: C19H24ClN3O
Source: the Open Molecules 2025 dataset
Level of theory: ωB97M-V with the def2-TZVPD basis set

Its spin multiplicity is 1. As for the energy above the lowest of the compared OMol25 structures with the same formula, charge and spin: 23.5 kcal per mole. For the LUMO energy, the calculation gives 0.0206 Ha.

Each line ends with the natural charge from an NBO analysis.
Element x y z (Å)
H -0.191 0.226 -1.459  0.1819
O -2.215 3.158 0.620  -0.6151
H 5.001 -0.165 -1.922  0.2055
H -0.730 -0.344 0.132  0.2273
H -0.092 3.723 -0.261  0.2440
H 0.817 2.867 0.995  0.1977
C 0.398 2.778 -0.014  -0.2309
C -4.517 -0.484 1.234  -0.2430
N 2.208 1.248 -0.603  -0.4709
H 1.694 -0.721 -0.111  0.2263
H 3.730 1.555 1.373  0.2320
H 4.044 -3.803 -1.537  0.2324
C 4.417 0.853 1.844  -0.6553
C -2.877 0.922 0.170  -0.1411
N -0.609 1.733 -0.054  -0.4374
C -4.181 -0.611 -1.150  -0.2202
H 1.388 0.469 1.149  0.2005
H 3.852 -3.763 1.115  0.2167
H 3.234 1.454 -2.403  0.2040
C 1.337 0.293 0.070  -0.2347
H 4.217 0.822 2.911  0.2286
C -4.825 -1.036 0.001  -0.0383
H 3.347 -2.356 -2.268  0.2063
C 4.404 0.231 -1.095  -0.2082
H -2.713 0.710 -1.957  0.2194
H 4.001 -1.846 2.984  0.2158
H -4.443 -1.040 -2.105  0.2280
C -3.207 0.366 -1.060  -0.1890
N 4.294 -0.765 -0.069  -0.3532
H 2.221 3.280 -1.036  0.2066
C -0.123 0.408 -0.377  -0.2243
H 4.917 1.100 -0.681  0.2148
Cl -6.035 -2.267 -0.105  0.0099
C -3.550 0.502 1.312  -0.1221
H -3.312 0.953 2.263  0.2217
H 5.099 -2.525 -2.142  0.2120
C 4.128 -2.110 -0.279  0.1318
H 2.545 -0.158 -2.153  0.1750
C 1.502 2.455 -1.007  -0.2173
H -5.035 -0.816 2.120  0.2299
C 4.068 -1.706 1.923  -0.3003
H 5.436 1.218 1.701  0.2118
C 3.990 -2.714 0.942  -0.3038
C 3.040 0.686 -1.650  -0.2147
C 4.253 -0.514 1.277  0.1450
C -1.883 2.039 0.273  0.6697
H 1.056 2.359 -2.012  0.1674
C 4.154 -2.727 -1.635  -0.6421



No. 4
Formula: C27H29BBaCl5F8IN3OSe2
Source: the Open Molecules 2025 dataset
Level of theory: ωB97M-V with the def2-TZVPD basis set

Its spin multiplicity is 1. As for the energy above the lowest of the compared OMol25 structures with the same formula, charge and spin: 29.3 kcal per mole. Its charge is -1. For the LUMO energy, the calculation gives 0.0669 Ha.

Each line ends with the Mulliken charge.
Element x y z (Å)
F -0.814 -5.321 -3.670  -0.3624
H 2.222 -0.839 -1.142  -0.8644
F 1.967 2.350 -0.845  0.0729
C 1.950 -1.842 -0.789  0.0191
F -3.661 -3.978 -0.184  -0.4168
H 3.130 0.832 2.008  0.2386
Cl -5.195 -2.526 -3.393  -0.1792
H 3.326 0.398 0.318  -0.2834
C -0.684 1.205 4.596  -1.0703
H 1.143 -3.251 2.645  0.3295
H -1.910 2.217 -2.103  0.5965
F 1.050 -3.649 -2.891  -0.3974
B 3.353 2.428 -1.271  0.2646
C -1.083 2.002 -2.771  -0.4285
Se 0.729 1.387 3.260  0.2291
C -3.530 -0.198 -0.556  -1.5514
C -2.500 -3.891 -0.858  0.0028
C -3.776 -0.945 -1.735  0.7704
C 0.619 3.343 3.080  -0.7929
F 3.457 3.400 -2.258  -0.3886
H 3.811 -2.218 0.226  0.2622
C -0.091 -3.695 -2.154  0.6552
Ba -0.359 0.235 0.163  1.2729
N 0.529 -1.907 -0.509  0.1147
H -2.320 4.875 0.265  0.3684
C -5.975 -1.597 -0.984  0.4349
C -5.767 -0.887 0.197  0.0965
H 1.554 0.103 -2.742  0.3388
F -1.801 -2.277 0.702  -0.4143
H 1.899 1.136 -4.960  0.4967
H -3.049 -5.374 -2.333  0.5098
H 1.281 4.935 1.810  0.4772
I -2.476 3.925 -4.656  -0.0033
N 2.553 -1.106 1.520  1.4374
C 4.944 -0.202 1.590  -1.6336
H 3.462 -2.352 2.989  0.3314
Cl -4.257 0.621 1.875  -0.1942
H 1.220 3.773 3.882  0.5133
F 4.121 2.751 -0.142  -0.4531
C -2.298 -4.691 -1.968  -0.5284
C 0.841 0.821 -3.123  -0.1304
C 2.747 -2.123 0.487  -1.6080
H -0.799 0.142 4.792  0.3117
C -1.067 -4.566 -2.584  0.1547
C -1.592 4.695 1.053  -1.3051
H 0.204 2.768 -5.805  0.4030
C 2.614 -1.659 2.868  -1.0017
H 2.283 -2.553 -1.543  0.5529
H -1.174 5.646 1.380  0.3720
H -0.423 3.608 3.252  0.2909
C 1.322 -2.369 3.260  -0.9854
C -1.540 -3.020 -0.419  0.6850
Cl -7.457 -2.436 -1.247  -0.2284
H -2.089 4.192 1.880  0.3030
C -4.573 -0.219 0.403  0.5608
C 1.031 1.393 -4.371  -1.1780
C -4.965 -1.625 -1.944  -0.0241
H 5.366 -0.950 0.917  0.3265
H 2.411 -3.087 0.875  0.5236
H 0.471 -1.697 3.127  0.0041
H -1.617 1.609 4.210  0.2895
C -0.983 2.593 -4.016  -0.8275
H 5.471 0.735 1.408  0.4737
H -0.391 1.717 5.509  0.3573
C -0.266 -2.837 -1.032  -0.3632
C 1.105 3.862 1.735  -0.6667
H 2.776 -0.826 3.556  0.5379
H 1.372 -2.680 4.306  0.4235
F 3.711 1.164 -1.773  -0.3846
C 0.094 2.301 -4.836  -0.1511
H 5.133 -0.509 2.621  0.3228
H 2.032 3.390 1.410  0.1124
C 3.454 0.035 1.335  0.0481
Cl -6.995 -0.846 1.402  -0.2220
N -0.184 1.126 -2.335  0.8270
Cl -2.507 -1.017 -2.900  -0.1324
O -2.430 0.434 -0.341  -0.1354
Se -0.161 3.616 0.265  0.5930



No. 5
Formula: H5NOSSi
Source: the Open Molecules 2025 dataset
Level of theory: ωB97M-V with the def2-TZVPD basis set

Its spin multiplicity is 1. As for the energy above the lowest of the compared OMol25 structures with the same formula, charge and spin: 59.7 kcal per mole. For the LUMO energy, the calculation gives -0.0033 Ha.

Each line ends with the natural charge from an NBO analysis.
Element x y z (Å)
H 1.515 1.834 -1.199  0.1077
N -0.117 0.377 1.235  -1.3496
Si -0.126 -0.954 0.205  1.9144
S 1.575 0.646 -1.892  -0.7835
H 0.848 0.713 1.506  0.4309
H 0.739 -2.050 0.653  -0.1673
H -0.772 1.156 1.193  0.4210
H -2.272 -0.631 -0.951  0.5649
O -1.391 -1.092 -0.751  -1.1386



No. 6
Formula: C3H13NO4
Source: the Open Molecules 2025 dataset
Level of theory: ωB97M-V with the def2-TZVPD basis set

Its spin multiplicity is 1. As for the energy above the lowest of the compared OMol25 structures with the same formula, charge and spin: 72.6 kcal per mole. For the LUMO energy, the calculation gives 0.0189 Ha.

Each line ends with the natural charge from an NBO analysis.
Element x y z (Å)
H -0.556 1.256 2.846  0.4931
H -0.109 4.332 5.051  0.4804
H -1.238 1.598 4.179  0.4617
H -1.592 -0.367 1.740  0.4762
C 0.728 -0.563 -2.746  -0.4349
O -1.614 0.568 1.490  -0.9508
C -0.506 -0.382 -3.256  -0.0554
H -0.775 0.297 -4.063  0.2080
O 3.382 -3.222 -1.764  -0.9356
H 0.661 -1.131 -1.802  0.1897
H -1.503 0.536 0.526  0.4904
O -0.407 1.697 3.698  -0.9707
N -1.624 -0.894 -2.526  -0.4034
H -2.333 -2.656 -1.859  0.1629
H 3.678 -4.120 -1.578  0.4684
H 1.736 -0.240 -3.009  0.2202
H -0.042 5.832 4.673  0.4674
H -0.764 -2.828 -2.658  0.1653
H 4.203 -2.759 -1.959  0.4683
O 0.195 5.196 5.354  -0.9479
C -1.521 -2.150 -2.339  -0.0533



Values of total energy, in order: -189138.4509, -27813.3484, -39133.1847, -259513.7092, -22331.6352, -13000.0160, all in eV.
Values of largest force on an atom, in order: 0.50, 3.69, 0.70, 4.20, 3.83, 1.79, all in eV/A.